No. 1
The following is a DFT calculation (the ωB97M-V functional and the def2-TZVPD basis) of a cluster of 16 separate species, C50H141N9O16 in total at a distorted geometry.

The geometry in XYZ format:
```
216
Properties=species:S:1:pos:R:3:mulliken_charge:R:1
C 2.22 -1.61 -3.65 -0.9250
C 0.93 -0.93 -4.20 -0.3243
O -0.24 -1.50 -3.73 -0.0187
H 2.09 -2.70 -3.65 0.4813
H 2.26 -1.31 -2.60 -0.2933
H 3.11 -1.25 -4.16 0.3683
H 0.82 -0.89 -5.28 0.6745
H 0.90 0.09 -3.84 0.0736
H -0.97 -0.93 -3.98 -0.5366
C 1.97 -5.07 0.59 -1.1369
C 0.53 -4.76 0.81 -0.1937
O 0.30 -3.41 0.52 0.5294
H 2.66 -4.63 1.32 0.1992
H 2.30 -4.78 -0.41 0.0644
H 2.01 -6.15 0.57 0.5907
H 0.12 -5.04 1.78 0.2753
H -0.01 -5.34 0.07 0.4231
H 0.67 -2.82 1.19 -0.4530
C -3.40 7.62 -4.28 -1.3567
C -2.37 7.12 -3.35 -0.0762
O -2.31 5.71 -3.34 -0.4813
H -4.41 7.36 -3.96 0.3196
H -3.28 7.24 -5.29 0.3121
H -3.38 8.69 -4.44 0.3746
H -2.49 7.47 -2.32 0.2596
H -1.42 7.50 -3.71 0.2463
H -1.87 5.36 -2.57 0.5505
C -0.26 0.20 -0.62 2.5269
C -0.82 0.45 0.76 -0.3908
O 0.26 0.77 1.61 0.0855
H -1.13 -0.06 -1.22 -1.3727
H 0.58 -0.49 -0.59 -0.8211
H 0.13 1.10 -1.09 -0.3337
H -1.41 -0.38 1.15 0.3316
H -1.54 1.26 0.76 0.0646
H 0.56 1.67 1.50 -0.3128
C 5.05 3.98 -0.83 -0.5395
C 4.30 4.02 0.48 0.2457
O 5.27 4.00 1.52 -0.5601
H 5.62 4.89 -1.01 0.4046
H 4.37 3.69 -1.63 0.0189
H 5.76 3.15 -0.75 -0.0990
H 3.52 3.28 0.65 -0.1695
H 3.83 5.00 0.48 0.4221
H 4.93 4.62 2.17 0.3046
C -0.62 -3.06 3.90 -0.4922
C 0.58 -3.02 4.83 -0.2804
O 0.13 -3.51 6.09 -0.6113
H -0.48 -2.42 3.03 -0.2237
H -1.56 -2.85 4.41 0.6835
H -0.84 -4.10 3.66 0.1502
H 0.92 -2.02 5.11 0.1705
H 1.38 -3.61 4.39 0.2300
H -0.63 -2.98 6.32 0.3321
C 1.58 2.52 -5.62 -0.6891
C 2.71 2.94 -4.68 -0.5849
O 3.11 1.80 -3.97 -0.2069
H 1.44 3.12 -6.52 0.4915
H 0.69 2.57 -4.99 0.0203
H 1.72 1.49 -5.94 0.2039
H 2.43 3.76 -4.02 0.2846
H 3.44 3.28 -5.42 0.3347
H 3.78 1.36 -4.50 0.1821
C -2.83 -4.71 -0.90 -1.1162
C -2.34 -3.76 -2.03 0.3773
C -2.74 -2.32 -1.69 1.6528
O -4.13 -2.12 -1.38 0.0802
C -4.96 -2.32 -2.49 -0.7332
N -0.90 -3.95 -2.30 -0.7738
H -2.76 -5.77 -1.11 0.4172
H -3.91 -4.61 -0.76 0.1023
H -2.33 -4.55 0.06 0.1417
H -2.80 -4.12 -2.95 0.4646
H -2.56 -1.66 -2.54 -0.9508
H -2.32 -1.88 -0.79 -0.7601
H -5.08 -1.58 -3.28 0.1152
H -5.97 -2.58 -2.15 0.1561
H -4.90 -3.33 -2.90 0.3425
H -0.49 -3.97 -1.38 -0.0155
H -0.53 -3.12 -2.74 0.3574
C -6.33 4.29 2.34 -1.5115
C -5.16 3.56 3.10 0.3386
C -4.48 2.52 2.23 0.7082
O -5.40 1.68 1.58 -0.5046
C -4.81 0.66 0.84 0.0059
N -4.26 4.56 3.58 -0.6632
H -7.18 3.70 1.99 0.3010
H -5.89 4.69 1.43 0.3294
H -6.79 5.10 2.91 0.3897
H -5.63 3.11 3.98 0.3370
H -3.83 1.85 2.80 -0.3773
H -3.92 2.98 1.42 -0.1229
H -4.21 1.08 0.03 0.1322
H -5.52 0.03 0.31 0.2003
H -4.30 0.05 1.59 0.0218
H -3.77 5.03 2.83 0.2514
H -3.61 4.03 4.15 0.3024
C -8.40 -3.63 0.06 -1.5638
C -7.41 -4.06 1.14 1.2416
C -7.13 -2.95 2.22 -0.4659
O -6.08 -3.33 3.09 -0.4623
C -4.72 -3.21 2.58 -0.0273
N -7.87 -5.28 1.76 -0.7428
H -8.60 -4.46 -0.61 0.4001
H -7.92 -2.84 -0.51 0.2769
H -9.35 -3.29 0.47 0.4024
H -6.50 -4.25 0.58 -0.3098
H -8.06 -2.73 2.73 0.3915
H -6.95 -2.03 1.67 0.0429
H -4.67 -3.37 1.50 0.0675
H -4.08 -3.89 3.14 0.1855
H -4.34 -2.20 2.71 0.0349
H -7.27 -5.42 2.56 0.2708
H -8.81 -5.22 2.14 0.2588
C -3.18 -1.73 -5.89 -1.3892
C -3.69 -0.28 -5.88 1.1010
C -2.60 0.79 -5.57 -1.3210
O -2.10 0.71 -4.24 0.3286
C -2.90 1.33 -3.23 -0.5215
N -4.26 -0.05 -7.21 -0.7226
H -2.72 -2.03 -4.94 0.1326
H -2.46 -1.87 -6.69 0.4800
H -3.96 -2.46 -6.12 0.4546
H -4.41 -0.17 -5.07 0.0083
H -2.92 1.82 -5.74 0.4899
H -1.74 0.64 -6.22 0.2640
H -2.94 2.40 -3.41 0.6366
H -2.36 1.18 -2.30 -0.4220
H -3.91 0.92 -3.17 0.2283
H -4.93 0.70 -7.29 0.2384
H -4.68 -0.90 -7.58 0.2380
C 5.66 -4.35 -0.37 -1.1556
C 6.08 -4.07 -1.83 0.4195
C 4.81 -3.73 -2.70 0.1702
O 5.12 -3.48 -4.04 -0.3163
C 5.62 -4.58 -4.78 -0.8008
N 6.98 -2.97 -1.96 -0.4505
H 5.12 -3.50 0.06 -0.3548
H 6.52 -4.56 0.26 0.3957
H 5.03 -5.24 -0.42 0.5479
H 6.60 -4.97 -2.13 0.4051
H 4.23 -2.92 -2.26 -0.7424
H 4.09 -4.55 -2.67 0.7073
H 6.59 -4.90 -4.41 0.3179
H 5.82 -4.19 -5.78 0.2801
H 4.86 -5.36 -4.80 0.3031
H 6.65 -2.11 -1.54 0.1749
H 6.99 -2.73 -2.94 0.4053
C -0.36 1.67 5.61 -1.5949
C -1.76 2.13 5.27 1.1877
C -2.57 2.17 6.57 -1.0505
O -2.82 0.82 6.96 -0.2070
C -3.45 0.71 8.25 -0.8667
N -1.69 3.43 4.69 -0.3976
H -0.38 0.67 6.02 0.4132
H 0.00 2.37 6.37 0.4049
H 0.30 1.74 4.75 0.2125
H -2.29 1.47 4.59 -0.2500
H -3.54 2.61 6.32 0.4549
H -2.14 2.78 7.37 0.4326
H -3.65 -0.34 8.50 0.2455
H -4.46 1.10 8.24 0.3363
H -2.90 1.23 9.03 0.3275
H -0.95 3.41 4.00 -0.1912
H -1.40 4.07 5.41 0.3196
C 0.91 3.81 -1.10 -1.6016
C -0.30 4.07 -0.20 1.4786
C 0.16 4.46 1.24 -1.0855
O 0.79 3.35 1.89 0.5795
C 1.50 3.74 3.04 -1.2498
N -1.05 5.16 -0.86 -0.3228
H 1.66 4.58 -0.90 0.4946
H 0.62 3.89 -2.14 0.4261
H 1.48 2.94 -0.77 0.0185
H -0.89 3.15 -0.14 -1.0658
H -0.75 4.78 1.75 0.1906
H 0.78 5.36 1.23 0.3577
H 1.97 2.97 3.65 0.1900
H 0.86 4.21 3.79 0.4542
H 2.19 4.54 2.78 0.3456
H -1.72 5.57 -0.23 0.2179
H -0.42 5.93 -1.04 0.3267
C 3.16 -1.30 0.29 0.2052
C 3.10 -1.54 1.76 0.2555
C 3.97 -0.52 2.57 0.5559
O 3.83 -0.82 3.93 -0.4127
C 4.57 0.11 4.69 -0.5720
N 1.71 -1.53 2.16 1.4963
H 4.15 -1.39 -0.15 -0.1752
H 2.85 -0.29 0.04 0.0326
H 2.57 -2.02 -0.29 -0.1857
H 3.44 -2.53 2.04 0.1793
H 3.75 0.51 2.31 0.1617
H 5.03 -0.61 2.33 -1.0165
H 4.47 -0.06 5.76 0.2932
H 4.10 1.09 4.61 0.1284
H 5.62 0.06 4.40 0.2491
H 1.27 -0.68 1.83 -0.5973
H 1.83 -1.53 3.16 -0.1423
C 7.45 -1.53 1.42 -0.7577
C 8.22 -0.43 0.57 0.4190
C 7.21 0.48 -0.17 -0.9650
O 6.55 -0.29 -1.13 -0.4168
C 5.77 0.46 -2.04 -0.7752
N 9.05 0.31 1.50 -0.7161
H 8.11 -2.30 1.81 0.4743
H 6.66 -2.03 0.85 -0.2268
H 6.92 -1.11 2.27 0.2228
H 8.84 -0.90 -0.20 0.3045
H 7.73 1.34 -0.59 0.4724
H 6.59 0.99 0.58 0.3106
H 5.45 -0.13 -2.90 0.1533
H 6.36 1.30 -2.41 0.5205
H 4.90 0.89 -1.55 0.2358
H 9.72 -0.29 1.97 0.2500
H 9.62 1.03 1.08 0.2327
```

**Lowest unoccupied orbital energy**: 0.015 eV
**Kohn-Sham gap**: 0.30746 Eh
**Total energy**: -3685.922768 a.u.
**HOMO**: -8.35 eV


No. 2
The following is a DFT calculation (the ωB97M-V functional and the def2-TZVPD basis) of a cluster of 17 separate species, C50H145N11O17 in total at a distorted geometry.

The geometry in XYZ format:
```
223
Properties=species:S:1:pos:R:3:mulliken_charge:R:1
C 0.09 1.24 -4.98 -1.6791
C -0.65 0.25 -4.14 0.1962
C 0.29 -0.91 -3.78 0.6099
O 0.72 -1.69 -4.88 -0.5196
C 1.68 -2.67 -4.48 -0.3739
N -1.32 0.79 -3.00 1.2158
H 0.85 1.83 -4.42 -0.0828
H -0.61 1.90 -5.47 0.3470
H 0.56 0.73 -5.78 0.6311
H -1.39 -0.24 -4.81 0.1444
H -0.19 -1.55 -2.95 0.0573
H 1.19 -0.36 -3.39 -0.4135
H 2.42 -2.18 -3.81 0.1375
H 2.12 -3.03 -5.42 0.3458
H 1.17 -3.47 -3.92 0.0606
H -0.67 1.10 -2.28 -0.6292
H -1.75 0.00 -2.49 -0.3566
C -1.17 4.91 5.28 -1.4385
C -1.65 5.68 4.04 0.5548
C -1.96 4.81 2.80 -0.3051
O -0.87 4.04 2.26 -0.0936
C -1.31 3.04 1.34 0.8482
N -2.91 6.26 4.40 -0.6946
H -0.28 4.39 5.01 0.2545
H -1.92 4.17 5.61 0.2780
H -0.95 5.64 6.03 0.4710
H -0.89 6.39 3.71 0.2627
H -2.47 5.45 2.01 -0.2341
H -2.72 4.08 3.15 0.1795
H -0.46 2.44 1.06 -0.2568
H -1.73 3.52 0.46 0.0607
H -2.14 2.42 1.72 -0.4395
H -2.78 7.11 4.96 0.2902
H -3.44 6.64 3.61 0.2394
C -4.27 3.09 -4.76 -1.3553
C -3.10 3.77 -4.03 1.2707
C -3.22 5.27 -4.03 -0.8267
O -2.24 5.79 -4.82 -0.3455
C -2.18 7.21 -4.87 -0.7475
N -3.21 3.31 -2.62 1.2216
H -5.20 3.12 -4.18 0.1262
H -3.93 2.06 -5.09 0.0797
H -4.39 3.54 -5.74 0.5477
H -2.16 3.53 -4.50 -0.3861
H -3.19 5.73 -3.00 0.2800
H -4.25 5.45 -4.50 0.3933
H -3.06 7.65 -5.39 0.3026
H -1.29 7.43 -5.42 0.2971
H -2.12 7.71 -3.87 0.2488
H -3.02 2.34 -2.57 -0.7506
H -2.51 3.82 -2.10 -0.4242
C -4.58 -2.98 -2.18 -1.5137
C -4.19 -2.67 -3.63 0.2171
C -4.73 -1.33 -4.12 0.0361
O -6.18 -1.48 -4.36 -0.4077
C -6.71 -0.35 -5.11 -0.4073
N -2.70 -2.63 -3.68 -0.2318
H -3.98 -2.37 -1.54 0.0966
H -4.44 -3.99 -1.93 0.4913
H -5.66 -2.71 -2.16 0.3132
H -4.58 -3.39 -4.36 0.3376
H -4.17 -0.87 -4.92 0.4741
H -4.62 -0.61 -3.29 -0.3445
H -6.21 0.57 -4.84 -0.0336
H -7.82 -0.28 -5.01 0.2410
H -6.40 -0.55 -6.17 0.3197
H -2.38 -2.66 -4.62 0.2516
H -2.37 -3.51 -3.25 0.0990
C -6.20 5.21 -1.17 -1.4572
C -5.84 4.32 0.00 0.1825
C -6.63 2.94 -0.19 -0.6814
O -6.16 2.36 -1.42 0.0449
C -6.59 1.02 -1.68 -0.5341
N -4.40 4.13 0.17 0.2154
H -7.23 5.45 -1.19 0.5176
H -5.81 4.75 -2.12 0.0244
H -5.77 6.20 -1.08 0.3903
H -6.17 4.85 0.89 0.5163
H -7.75 3.15 -0.31 0.3779
H -6.51 2.22 0.65 0.3025
H -7.69 0.94 -1.54 0.4198
H -6.16 0.33 -0.98 0.2470
H -6.26 0.74 -2.67 -0.2243
H -4.30 3.37 0.86 0.0120
H -3.95 3.67 -0.64 -0.1948
C -4.04 0.69 3.87 -1.3390
C -3.76 -0.76 3.31 -0.1452
C -2.99 -0.68 2.00 0.2095
O -3.58 0.38 1.23 -0.2293
C -3.23 0.24 -0.14 1.3859
N -3.11 -1.66 4.20 -0.2991
H -4.75 1.20 3.24 0.2545
H -3.19 1.31 3.91 0.1495
H -4.53 0.75 4.87 0.3972
H -4.67 -1.24 3.06 0.4741
H -3.16 -1.66 1.54 0.2578
H -1.93 -0.56 2.20 -0.4562
H -3.80 0.97 -0.73 -0.5995
H -3.47 -0.76 -0.46 -0.3903
H -2.14 0.35 -0.30 0.0289
H -2.31 -1.32 4.69 0.1308
H -3.77 -2.16 4.81 0.2698
C 2.31 -5.86 4.64 -1.3219
C 3.56 -5.54 3.88 1.5289
C 4.55 -6.68 4.08 -1.0632
O 5.09 -6.70 5.42 -0.4405
C 6.23 -5.84 5.57 -0.6635
N 3.27 -5.51 2.48 -0.3173
H 2.40 -5.54 5.69 0.3710
H 2.07 -6.90 4.67 0.4108
H 1.45 -5.38 4.17 -0.0481
H 4.00 -4.62 4.34 -0.1837
H 5.34 -6.58 3.28 0.2370
H 4.21 -7.60 3.91 0.6362
H 5.98 -4.78 5.49 0.2578
H 6.98 -6.04 4.76 0.2316
H 6.74 -6.02 6.51 0.3050
H 2.44 -4.91 2.27 -0.0307
H 3.98 -5.21 1.84 0.1308
C 5.82 -1.45 1.18 -1.5992
C 5.49 -2.47 2.21 1.6954
C 6.19 -3.80 1.90 -1.4722
O 5.74 -4.26 0.59 0.0331
C 6.68 -5.06 -0.15 -0.9824
N 5.97 -2.04 3.54 -0.7205
H 5.55 -1.75 0.14 0.1423
H 6.91 -1.26 1.10 0.3377
H 5.28 -0.48 1.29 0.3813
H 4.40 -2.54 2.30 -0.1582
H 6.10 -4.51 2.73 0.0299
H 7.21 -3.57 1.82 0.8117
H 7.59 -4.43 -0.31 0.3456
H 6.26 -5.42 -1.09 0.2074
H 6.93 -5.93 0.40 0.3213
H 6.83 -1.51 3.46 0.3116
H 5.37 -1.26 3.81 0.2732
C 3.80 1.87 -3.20 -1.3919
C 4.76 2.92 -2.66 0.7165
C 6.18 2.44 -2.98 -1.0251
O 7.21 3.34 -2.63 -0.4063
C 7.32 3.22 -1.27 -0.6691
N 4.43 4.19 -3.25 -0.4756
H 2.76 2.19 -3.17 -0.0314
H 3.81 1.01 -2.57 0.2961
H 4.10 1.50 -4.17 0.5980
H 4.59 2.98 -1.62 0.0291
H 6.16 2.41 -4.07 0.4769
H 6.30 1.47 -2.44 0.3521
H 7.17 2.25 -0.97 0.3572
H 6.63 3.87 -0.70 0.2242
H 8.36 3.60 -1.05 0.2472
H 5.24 4.80 -3.13 0.2664
H 4.40 4.02 -4.26 0.2969
C 1.79 0.94 3.47 -1.6103
C 0.39 0.29 3.55 2.4796
C 0.54 -1.14 3.90 0.4940
O 0.90 -1.12 5.30 -0.5050
C 1.32 -2.43 5.75 -0.4519
N -0.57 1.09 4.43 -0.2894
H 2.18 0.99 4.50 0.3650
H 1.76 1.97 3.10 0.1672
H 2.48 0.34 2.88 0.2534
H 0.03 0.18 2.47 -1.2242
H 1.36 -1.66 3.29 -0.1969
H -0.43 -1.72 3.77 -0.3074
H 1.86 -2.32 6.64 0.4134
H 1.90 -2.90 4.97 0.0148
H 0.37 -3.01 5.92 0.1449
H -0.27 1.01 5.41 0.3278
H -0.64 2.07 4.08 -0.0962
C 0.03 -5.33 -1.67 -0.6393
C -0.27 -5.31 -0.18 0.8021
C 0.53 -6.39 0.55 -0.1145
O -0.04 -7.63 0.16 -0.4786
C 0.63 -8.76 0.75 -0.6735
N 0.22 -4.10 0.47 0.1278
H 1.10 -5.48 -1.84 0.2606
H -0.16 -4.39 -2.18 -0.4752
H -0.59 -6.08 -2.25 0.4313
H -1.36 -5.41 -0.02 0.3829
H 0.40 -6.30 1.67 -0.2336
H 1.58 -6.42 0.33 0.2359
H 0.44 -8.88 1.82 0.2391
H 1.70 -8.63 0.50 0.3005
H 0.22 -9.72 0.34 0.2649
H -0.16 -4.10 1.47 -0.5360
H -0.33 -3.37 0.10 0.0493
C -1.01 6.33 -0.13 0.2346
O -0.81 6.88 -1.45 -0.4990
H -0.53 6.90 0.75 0.2056
H -2.11 6.32 0.09 0.0925
H -0.56 5.36 -0.09 -0.3512
H 0.06 6.58 -1.72 0.2846
C -1.46 -5.07 3.97 -0.3220
O -1.66 -4.18 2.85 -0.4475
H -0.77 -5.89 3.65 0.1081
H -1.09 -4.49 4.75 0.0100
H -2.38 -5.56 4.33 0.3678
H -2.39 -3.53 3.07 0.1624
C 3.30 -3.74 -1.63 -0.2541
O 2.30 -2.80 -1.21 0.3632
H 3.28 -3.95 -2.70 0.3381
H 4.29 -3.39 -1.28 -0.1750
H 3.22 -4.80 -1.17 -0.0312
H 1.70 -3.29 -0.64 0.0017
C 2.39 4.05 1.09 -0.4218
O 2.41 3.73 -0.31 -0.2420
H 1.54 3.69 1.63 -0.3594
H 3.21 3.46 1.54 0.3240
H 2.57 5.11 1.28 0.3797
H 2.15 4.55 -0.80 0.2982
C 1.75 0.55 -0.73 -0.9549
O 1.26 1.60 -1.52 2.4575
H 1.08 0.21 0.06 -0.4148
H 1.81 -0.33 -1.33 0.0528
H 2.79 0.80 -0.41 0.0941
H 1.51 2.40 -1.09 -0.9458
C 0.85 4.41 -3.06 1.2259
O 1.84 5.17 -2.34 -0.7933
H 1.23 4.34 -4.05 0.6371
H 0.82 3.40 -2.63 -0.7566
H -0.11 4.94 -2.93 -0.5496
H 2.65 4.91 -2.76 0.3010
```

**Lowest unoccupied orbital energy**: 0.435 eV
**Kohn-Sham gap**: 0.32933 Eh
**Total energy**: -3873.014564 a.u.
**HOMO**: -8.53 eV


The evaluated relative energy (zero: lowest compared OMol25 entry of this formula, charge and spin) for the records listed, in turn: 288.17, 102.47 kJ/mol.